# C22H47AlN2O4P

A structure of composition C22H47AlN2O4P (wB97M-V/def2-TZVPD, the OMol25 dataset).

As for the spin multiplicity: 1. The calculation puts the total energy at -1860.44575 Ha. The calculation puts the HOMO energy at -4.7 eV. The LUMO energy comes out at 0.066 Ha. As for the total charge: -1.

Last column: Mulliken charge in e.
Atoms and positions in Å:
C1 -7.042 -0.966 -1.124  -0.808
C2 -7.020 -2.547 -0.653  -0.417
C3 -5.486 -2.889 -0.189  -0.339
C4 -4.641 -3.841 -1.221  -0.486
C5 -3.174 -4.348 -0.616  -0.722
C6 -2.460 -3.261 0.381  -0.140
C7 -0.989 -3.702 0.956  -0.640
C8 -0.755 -3.328 2.550  -0.590
C9 -1.315 -1.850 2.987  -0.631
C10 -0.185 -0.907 3.764  -0.586
C11 0.646 -0.124 2.588  -0.365
C12 2.246 -0.584 2.749  -0.613
C13 3.056 0.335 1.612  -0.507
C14 4.622 0.413 2.109  -0.364
C15 5.506 -0.467 1.042  -0.813
Al1 6.622 0.700 -0.273  -0.093
C16 5.885 2.615 -0.491  -0.558
O1 6.147 3.492 0.662  -0.310
C17 5.251 4.659 0.694  -0.239
C18 5.214 5.543 -0.686  -0.818
N1 8.445 0.640 0.393  -0.347
C19 9.265 1.495 -0.317  0.602
O2 9.831 2.622 -0.832  -0.568
P1 6.445 -0.415 -2.355  0.348
O3 7.500 0.230 -3.339  -0.708
H1 -6.231 -0.295 -0.593  0.224
H2 -6.840 -0.947 -2.280  0.181
H3 -8.092 -0.482 -0.828  0.275
H4 -7.684 -2.595 0.339  0.250
H5 -7.484 -3.291 -1.430  0.313
H6 -4.853 -1.894 -0.050  0.113
H7 -5.454 -3.436 0.870  0.259
H8 -4.511 -3.261 -2.234  0.193
H9 -5.292 -4.813 -1.459  0.267
H10 -2.483 -4.675 -1.525  0.246
H11 -3.419 -5.309 0.034  0.279
H12 -2.311 -2.262 -0.220  0.230
H13 -3.163 -3.131 1.336  0.157
H14 -0.086 -3.301 0.310  0.266
H15 -0.952 -4.891 0.893  0.279
H16 -1.398 -4.128 3.160  0.265
H17 0.373 -3.520 2.889  0.327
H18 -1.715 -1.192 2.099  0.297
H19 -2.219 -1.948 3.761  0.299
H20 0.477 -1.504 4.524  0.340
H21 -0.798 -0.083 4.355  0.316
H22 0.338 -0.515 1.504  0.147
H23 0.556 1.055 2.624  0.323
H24 2.628 -0.383 3.845  0.372
H25 2.333 -1.721 2.442  0.035
H26 2.911 -0.234 0.595  0.276
H27 2.601 1.415 1.526  0.224
H28 4.693 -0.091 3.188  0.324
H29 4.974 1.522 2.242  0.227
H30 4.856 -1.219 0.414  0.258
H31 6.271 -1.100 1.661  0.221
H32 6.478 3.095 -1.409  0.332
H33 4.743 2.645 -0.826  0.325
H34 5.672 5.383 1.544  0.249
H35 4.151 4.382 1.056  0.196
H36 4.483 6.466 -0.531  0.329
H37 4.800 4.958 -1.627  0.241
H38 6.296 6.001 -0.893  0.216
H39 5.122 -0.108 -2.841  0.010
H40 6.650 -1.852 -2.153  0.023
C20 -3.557 2.454 -3.459  -1.426
C21 -4.763 1.762 -2.887  0.851
O4 -4.755 0.566 -2.603  -0.570
N2 -5.893 2.498 -2.684  -0.107
C22 -6.107 3.901 -2.948  -0.893
H41 -2.739 1.735 -3.561  0.276
H42 -3.790 2.856 -4.448  0.370
H43 -3.232 3.254 -2.788  0.373
H44 -6.659 1.960 -2.297  0.212
H45 -6.383 4.385 -2.008  0.286
H46 -6.937 3.990 -3.654  0.286
H47 -5.223 4.387 -3.362  0.349